Record 1
Density functional theory data (ωB97M-V/def2-TZVPD) for a cluster of 11 separate species, C25H34Cl10F4O18 in total.

As for the spin multiplicity: 1. The calculation puts the molar mass at 1053.05 g mol⁻¹. The electronic energy is -199422.670 eV. Its net charge is 0. As for the HOMO energy: -0.3785 Ha. The value obtained for the orbital gap is 0.364 Ha. The structure (SMILES) is O=C1OC[C@@H](F)O1.O=C1OC[C@@H](F)O1.O=C1OC[C@@H](F)O1.O=C1OC[C@@H](F)O1.C[C@H]1COC(=O)O1.C[C@H]1COC(=O)O1.ClCCl.ClCCl.ClCCl.ClCCl.ClCCl. The energy above the lowest of the compared OMol25 structures with the same formula, charge and spin comes out at 1.292 eV.

Geometry (Å):
O 1.670 -0.721 2.010
C 1.294 0.062 1.094
O 0.823 -0.427 -0.100
C 0.630 0.573 -1.066
C 0.754 1.827 -0.219
F -0.444 2.282 -0.085
O 1.400 1.372 0.970
H 1.474 0.453 -1.745
H -0.315 0.452 -1.595
H 1.373 2.593 -0.686
O -2.707 0.136 4.877
C -3.377 -0.129 3.929
O -3.688 -1.373 3.496
C -4.261 -1.221 2.235
C -4.868 0.148 2.220
F -6.037 0.175 2.815
O -3.866 0.729 3.039
H -3.549 -1.372 1.423
H -4.976 -2.034 2.107
H -4.997 0.581 1.228
O -6.552 6.368 2.074
C -6.089 6.167 1.009
O -6.595 6.593 -0.197
C -5.837 6.134 -1.223
C -4.523 5.764 -0.525
F -3.822 6.889 -0.554
O -4.945 5.544 0.787
H -6.219 5.200 -1.632
H -5.762 6.908 -1.987
H -3.999 4.925 -0.983
O -0.468 -4.438 -2.596
C -1.287 -3.941 -3.339
O -1.029 -3.822 -4.609
C -2.161 -3.414 -5.336
C -3.287 -3.521 -4.281
F -3.884 -4.729 -4.375
O -2.539 -3.487 -3.052
H -2.054 -2.388 -5.689
H -2.284 -3.964 -6.269
H -3.941 -2.670 -4.474
C -1.591 -5.071 6.906
C -1.297 -6.203 5.852
C -0.798 -5.793 4.505
O 0.391 -6.512 4.272
C 0.701 -7.099 5.454
O 1.752 -7.757 5.703
O -0.184 -6.836 6.349
H -2.322 -4.433 6.409
H -0.727 -4.535 7.299
H -2.144 -5.459 7.761
H -2.061 -6.976 5.769
H -0.525 -4.738 4.509
H -1.683 -6.014 3.909
C 1.733 -0.691 -8.710
C 2.565 0.550 -8.127
C 2.312 1.874 -8.897
O 1.951 2.757 -7.856
C 1.835 2.115 -6.651
O 1.672 2.684 -5.570
O 2.011 0.798 -6.819
H 1.850 -1.557 -8.059
H 1.746 -0.903 -9.779
H 0.691 -0.409 -8.560
H 3.630 0.319 -8.144
H 1.479 1.792 -9.596
H 3.144 2.158 -9.542
Cl 2.599 8.830 -1.152
C 3.384 7.179 -1.371
Cl 4.909 7.496 -2.221
H 3.601 6.681 -0.425
H 2.727 6.554 -1.976
Cl 8.892 2.650 -1.146
C 7.985 1.263 -0.629
Cl 6.236 1.168 -1.130
H 8.479 0.373 -1.019
H 8.071 1.177 0.455
Cl -0.414 6.260 3.024
C -1.514 6.686 4.452
Cl -2.363 8.253 4.074
H -2.220 5.856 4.498
H -0.981 6.901 5.378
Cl 5.730 -6.405 1.050
C 4.789 -4.873 1.303
Cl 5.774 -3.406 1.533
H 4.063 -4.726 0.503
H 4.172 -4.946 2.199
Cl 2.963 -1.926 7.649
C 4.262 -3.019 7.009
Cl 4.478 -4.461 7.945
H 3.955 -3.310 6.005
H 5.235 -2.537 6.908

---

Record 2
Density functional theory data (ωB97M-V/def2-TZVPD) for a structure of composition C25H34KN4O6P.

As for the spin multiplicity: 1. The calculation puts the molar mass at 556.64 g mol⁻¹. The electronic energy is -70341.231 eV. Its net charge is -2. As for the HOMO energy: -0.1074 Ha. The value obtained for the orbital gap is 0.252 Ha. The energy above the lowest of the compared OMol25 structures with the same formula, charge and spin comes out at 0.000 eV.

Geometry (Å):
K 1.613 -0.443 -0.390
O 7.097 4.794 -0.161
C 7.431 3.604 -0.019
O 8.566 3.117 0.152
C 6.269 2.574 -0.043
C 6.531 1.215 0.103
C 5.478 0.320 0.065
N 4.208 0.682 -0.126
C 3.950 1.989 -0.255
C 4.947 2.959 -0.203
C 2.477 2.340 -0.431
O 1.983 3.110 0.417
O 1.873 1.777 -1.377
H 7.554 0.896 0.244
H 5.647 -0.745 0.191
H 4.707 4.009 -0.288
C -3.171 3.054 0.094
C -3.073 1.645 0.683
C -4.447 0.979 0.710
C -2.575 1.786 2.128
P -1.685 0.692 -0.218
C -2.015 -1.005 0.423
C -2.902 -1.952 -0.083
C -3.003 -3.209 0.493
C -2.227 -3.539 1.595
C -1.335 -2.609 2.107
C -1.220 -1.359 1.517
C -2.051 0.697 -2.076
C -1.267 -0.475 -2.679
C -3.495 0.647 -2.577
C -1.387 1.985 -2.598
H -3.792 3.679 0.742
H -3.623 3.052 -0.896
H -2.183 3.510 0.024
H -5.132 1.605 1.293
H -4.397 0.000 1.185
H -4.868 0.858 -0.286
H -3.297 2.370 2.709
H -1.615 2.299 2.154
H -2.458 0.816 2.609
H -3.504 -1.735 -0.954
H -3.672 -3.943 0.063
H -2.300 -4.526 2.037
H -0.701 -2.865 2.945
H -0.490 -0.649 1.895
H -1.595 -1.456 -2.343
H -0.208 -0.378 -2.450
H -1.359 -0.443 -3.768
H -4.027 -0.247 -2.254
H -3.472 0.639 -3.671
H -4.066 1.523 -2.270
H -0.351 2.053 -2.258
H -1.911 2.883 -2.271
H -1.392 1.972 -3.692
N 2.307 1.156 2.848
N 0.906 1.319 2.541
H 2.836 1.846 2.316
H 2.593 0.240 2.516
H 0.831 1.833 1.659
H 0.565 1.969 3.245
O -0.990 -3.978 -2.311
C -0.216 -3.992 -1.366
C -0.002 -5.258 -0.511
C 1.078 -4.841 0.469
C 1.286 -3.356 0.133
O 2.052 -2.635 0.775
N 0.544 -2.961 -0.923
H 0.269 -6.094 -1.158
H -0.945 -5.503 -0.020
H 2.030 -5.356 0.328
H 0.792 -4.940 1.516

---

Record 3
Density functional theory data (ωB97M-V/def2-TZVPD) for an isolated molecule of C25H34N2O3.

As for the spin multiplicity: 1. The calculation puts the molar mass at 410.56 g mol⁻¹. The electronic energy is -35599.644 eV. Its net charge is 0. As for the HOMO energy: -0.2950 Ha. The value obtained for the orbital gap is 0.316 Ha. The structure (SMILES) is C=CCC1(CC=C)CCCN1C(=O)[C@@H]1CCC(=O)N(CCc2ccc(OC)cc2)C1. The energy above the lowest of the compared OMol25 structures with the same formula, charge and spin comes out at 1.470 eV.

Geometry (Å):
C 0.768 -2.882 0.384
C 0.902 -2.779 1.693
C 1.292 -1.513 2.390
C 0.138 -0.912 3.224
C 0.525 0.519 3.655
C -0.541 1.200 4.449
C -0.406 1.588 5.703
C -0.199 -1.779 4.449
C -1.721 -1.766 4.528
C -2.126 -1.725 3.058
N -1.105 -0.907 2.438
C -1.191 -0.256 1.263
O -0.290 0.453 0.847
C -2.498 -0.418 0.474
C -2.715 -1.874 0.027
C -3.274 -1.934 -1.394
C -2.283 -1.284 -2.339
O -1.863 -1.816 -3.348
N -1.897 -0.060 -1.923
C -0.912 0.675 -2.688
C 0.520 0.344 -2.240
C 1.502 1.234 -2.940
C 1.950 0.935 -4.218
C 2.825 1.772 -4.890
C 3.268 2.940 -4.283
O 4.129 3.840 -4.847
C 4.614 3.582 -6.140
C 2.822 3.249 -2.998
C 1.951 2.407 -2.342
C -2.485 0.528 -0.745
H 0.485 -3.806 -0.093
H 0.951 -2.044 -0.268
H 0.716 -3.639 2.324
H 2.130 -1.701 3.064
H 1.599 -0.779 1.645
H 1.448 0.464 4.234
H 0.713 1.101 2.751
H -1.467 1.381 3.918
H -1.196 2.090 6.237
H 0.510 1.433 6.249
H 0.260 -1.380 5.351
H 0.157 -2.798 4.303
H -2.125 -2.636 5.040
H -2.063 -0.866 5.039
H -3.119 -1.296 2.917
H -2.111 -2.737 2.636
H -3.321 -0.096 1.121
H -3.402 -2.387 0.702
H -1.761 -2.408 0.045
H -3.425 -2.968 -1.705
H -4.232 -1.412 -1.450
H -1.038 0.398 -3.738
H -1.101 1.745 -2.577
H 0.586 0.483 -1.161
H 0.716 -0.703 -2.481
H 1.612 0.029 -4.700
H 3.151 1.501 -5.882
H 5.271 4.417 -6.381
H 5.188 2.650 -6.176
H 3.803 3.537 -6.874
H 3.176 4.158 -2.538
H 1.615 2.655 -1.345
H -3.517 0.833 -0.965
H -1.908 1.418 -0.488

---

Record 4
Density functional theory data (ωB97M-V/def2-TZVPD) for an isolated molecule of C25H34N4O3S.

As for the spin multiplicity: 1. The calculation puts the molar mass at 470.64 g mol⁻¹. The electronic energy is -49415.664 eV. Its net charge is 0. As for the HOMO energy: -0.2981 Ha. The value obtained for the orbital gap is 0.319 Ha. The structure (SMILES) is Cc1ccc(S(=O)(=O)Nc2cc(C(=O)NCCN3CCCC3)ccc2N2CCCCC2)cc1. The energy above the lowest of the compared OMol25 structures with the same formula, charge and spin comes out at 0.014 eV.

Geometry (Å):
C -0.394 -2.662 -3.952
C -0.358 -2.541 -2.461
C -1.491 -2.780 -1.691
C -1.455 -2.630 -0.315
C -0.273 -2.251 0.289
S -0.294 -1.867 2.035
O 1.002 -1.421 2.450
O -0.931 -2.903 2.791
N -1.380 -0.563 2.082
C -1.286 0.313 0.988
C -0.033 0.798 0.656
C 0.169 1.504 -0.525
C 1.525 1.966 -0.936
O 1.896 1.955 -2.095
N 2.292 2.407 0.086
C 3.663 2.830 -0.065
C 4.608 2.124 0.912
N 5.008 0.820 0.446
C 6.055 0.202 1.236
C 6.102 -1.213 0.673
C 4.623 -1.535 0.428
C 3.935 -0.161 0.361
C -0.910 1.705 -1.376
C -2.177 1.290 -1.013
C -2.405 0.613 0.184
N -3.654 0.131 0.583
C -4.202 0.623 1.837
C -5.060 1.877 1.632
C -6.194 1.578 0.655
C -5.602 1.094 -0.665
C -4.682 -0.106 -0.409
C 0.871 -2.031 -0.451
C 0.826 -2.177 -1.824
H -0.099 -1.719 -4.408
H -1.388 -2.927 -4.302
H 0.308 -3.425 -4.285
H -2.412 -3.074 -2.172
H -2.330 -2.805 0.290
H -2.307 -0.943 2.207
H 0.788 0.532 1.302
H 1.912 2.400 1.019
H 3.727 3.913 0.097
H 3.955 2.608 -1.094
H 4.124 2.079 1.910
H 5.516 2.725 1.008
H 5.806 0.182 2.312
H 6.993 0.746 1.105
H 6.648 -1.206 -0.270
H 6.580 -1.917 1.352
H 4.488 -2.102 -0.492
H 4.211 -2.120 1.250
H 3.228 -0.057 1.201
H 3.391 -0.014 -0.574
H -0.746 2.209 -2.315
H -2.998 1.487 -1.684
H -3.388 0.853 2.525
H -4.823 -0.170 2.272
H -5.459 2.201 2.594
H -4.433 2.677 1.233
H -6.800 2.471 0.493
H -6.840 0.803 1.075
H -6.394 0.799 -1.355
H -5.040 1.910 -1.122
H -4.203 -0.436 -1.333
H -5.296 -0.935 -0.032
H 1.775 -1.744 0.058
H 1.711 -1.990 -2.413